[1]
DFT (ωB97M-V with the def2-TZVPD basis set) results for a structure of composition C39H80N4O7 at a distorted geometry.

Values from the calculation:
- Multiplicity: 1
- ΔE to the lowest compared entry with this formula, charge and spin: 526.3 kcal/mol
- Kohn-Sham gap: 0.253 Ha

Last column: Löwdin charge in e.
CARTESIAN COORDINATES (ANGSTROEM)
1 C 0.66110 -7.63092 -1.65121  -0.04
2 C -0.04773 -6.32819 -2.10585  -0.43
3 C -1.50927 -6.69875 -2.22111  -0.16
4 C -2.42750 -5.45804 -2.17870  -0.17
5 C -2.07149 -4.74056 -0.86553  -0.09
6 C -0.62792 -4.11479 -0.82623  -0.40
7 N 0.26706 -5.18549 -1.15052  -0.08
8 O 1.64581 -4.78900 -1.33771  0.00
9 C -0.52039 -2.91062 -1.74938  -0.04
10 C -0.33655 -3.68294 0.62729  -0.15
11 C 0.44603 -5.90904 -3.58823  -0.03
12 H 0.43060 -7.95171 -0.63530  0.08
13 H 1.74407 -7.53955 -1.73440  0.07
14 H 0.35457 -8.43617 -2.31884  0.08
15 H -1.70099 -7.04303 -3.23739  0.12
16 H -1.89091 -7.27343 -1.37720  0.12
17 H -3.49344 -5.67101 -2.25946  0.11
18 H -2.19881 -4.84927 -3.05347  0.10
19 H -2.19638 -5.43407 -0.03395  0.12
20 H -2.75627 -3.89996 -0.75335  0.09
21 H -1.30109 -2.18246 -1.52936  0.05
22 H 0.46279 -2.47981 -1.93868  0.09
23 H -0.66147 -3.24320 -2.77777  0.12
24 H 0.63980 -3.21995 0.77036  -0.09
25 H -0.95369 -2.81823 0.87121  -0.09
26 H -0.47895 -4.44638 1.39215  0.14
27 H 1.41002 -5.46448 -3.83565  0.07
28 H -0.22726 -5.20335 -4.07484  0.06
29 H 0.48599 -6.70393 -4.33297  0.07
30 H 1.97986 -5.19795 -0.53598  0.10
31 C -2.72364 -1.45751 -0.13149  -0.01
32 C -3.00990 -0.22185 -1.05635  -0.40
33 C -3.41709 0.83887 -0.00223  -0.15
34 C -3.51257 2.18346 -0.70239  -0.12
35 C -2.11270 2.55518 -1.32280  -0.12
36 C -1.64002 1.52236 -2.34087  -0.43
37 N -1.79919 0.19974 -1.73284  -0.08
38 O -1.29689 -0.85702 -2.61818  -0.08
39 C -2.44659 1.72577 -3.67770  -0.01
40 C -0.15457 1.82073 -2.74533  -0.04
41 C -4.22300 -0.61353 -2.00362  0.00
42 H -1.95136 -1.28051 0.61708  0.03
43 H -2.44386 -2.34728 -0.69552  0.06
44 H -3.58998 -1.59921 0.51463  0.13
45 H -4.45063 0.63254 0.27585  0.13
46 H -2.82351 0.87509 0.91126  0.10
47 H -3.63237 2.94755 0.06568  0.11
48 H -4.24488 2.34614 -1.49319  0.11
49 H -1.37482 2.66902 -0.52864  0.06
50 H -2.19818 3.42519 -1.97385  0.13
51 H -1.99590 2.40306 -4.40313  0.08
52 H -2.52991 0.78109 -4.21505  0.08
53 H -3.45027 2.10636 -3.48831  0.07
54 H 0.63969 1.48977 -2.07622  0.01
55 H -0.04327 1.27827 -3.68419  0.10
56 H 0.01058 2.88660 -2.90262  0.10
57 H -4.86158 -1.41934 -1.64167  0.08
58 H -3.84062 -0.92353 -2.97613  0.07
59 H -4.94016 0.13235 -2.34633  0.07
60 H -0.62365 -1.34236 -2.13569  -0.07
61 C 4.77065 4.10232 1.77918  -0.03
62 C 3.56559 3.13202 2.12422  -0.41
63 C 2.65716 3.89171 3.15459  -0.09
64 C 1.91196 5.06892 2.51725  -0.14
65 C 1.27830 4.66767 1.21232  -0.17
66 C 2.05328 3.90501 0.20512  -0.39
67 N 2.82296 2.82143 0.84515  -0.20
68 O 3.59607 2.08800 -0.08953  0.03
69 C 0.95986 3.11853 -0.65984  -0.02
70 C 2.90043 4.86615 -0.63207  -0.01
71 C 4.22892 1.91718 2.78599  -0.02
72 H 5.16132 4.01522 0.76533  0.08
73 H 5.67475 3.85025 2.33341  0.07
74 H 4.50615 5.14776 1.93784  0.06
75 H 1.96656 3.11195 3.47575  0.08
76 H 3.25792 4.13439 4.03111  0.13
77 H 2.67787 5.83009 2.36859  0.11
78 H 1.21923 5.59747 3.17212  0.12
79 H 0.97460 5.62822 0.79612  0.14
80 H 0.38103 4.13663 1.53010  0.05
81 H 1.42089 2.49674 -1.42725  0.08
82 H 0.31175 2.36715 -0.20875  0.00
83 H 0.27053 3.82655 -1.11989  0.10
84 H 3.73606 5.40675 -0.18759  0.07
85 H 3.41754 4.35353 -1.44319  0.09
86 H 2.15569 5.55008 -1.03912  0.09
87 H 4.90486 2.11592 3.61768  0.10
88 H 4.84046 1.38277 2.05899  0.09
89 H 3.39591 1.27083 3.06245  0.08
90 H 3.08079 1.31067 0.13819  -0.05
91 C -0.86995 1.42363 0.88047  -0.09
92 C 0.08533 0.57689 1.78126  -0.34
93 C -0.69278 -0.64165 2.34325  0.00
94 C -0.60716 -1.87534 1.41138  -0.22
95 C 0.84029 -2.13479 0.86768  -0.12
96 C 1.40432 -0.94365 0.09330  -0.33
97 N 1.33492 0.20715 1.07725  0.00
98 O 1.91794 1.38141 0.57120  -0.13
99 C 2.88475 -1.24289 -0.10894  0.00
100 C 0.67998 -0.56421 -1.26479  0.02
101 C 0.42665 1.33953 3.03213  -0.07
102 H -0.43880 2.16040 0.20269  0.01
103 H -1.56392 2.00565 1.48689  -0.06
104 H -1.47142 0.81150 0.20842  0.08
105 H -0.23202 -0.98243 3.27044  0.13
106 H -1.70022 -0.33061 2.61964  0.15
107 H -1.26700 -1.83535 0.54472  0.04
108 H -1.02865 -2.79943 1.80698  0.15
109 H 0.85483 -2.91829 0.11005  0.10
110 H 1.37972 -2.32478 1.79560  0.20
111 H 3.40448 -0.65372 -0.86449  0.09
112 H 3.47630 -1.00577 0.77533  0.09
113 H 3.08017 -2.30190 -0.27747  0.09
114 H 1.15591 -1.08022 -2.09866  0.12
115 H -0.33273 -0.96503 -1.30783  0.02
116 H 0.67696 0.48889 -1.54596  0.04
117 H 1.09556 0.89627 3.76982  0.14
118 H -0.55107 1.49902 3.48682  0.08
119 H 0.83117 2.31870 2.77580  0.02
120 H 2.62229 1.44753 1.22013  0.07
121 C -1.52753 2.46773 2.66745  -0.30
122 C -0.47789 3.46666 2.87889  -0.21
123 O -0.45627 3.57936 4.24957  0.15
124 C -1.64680 3.29649 4.70610  -0.54
125 O -2.12123 3.64336 5.75239  0.18
126 O -2.31997 2.56096 3.78956  0.16
127 H -1.17130 1.44127 2.58024  0.06
128 H -1.97562 2.70758 1.70320  0.15
129 H -0.68669 4.43350 2.42093  0.16
130 H 0.44166 3.08386 2.43617  0.05

[2]
DFT (ωB97M-V with the def2-TZVPD basis set) results for a cluster of 13 separate species, C27H77N3O13 in total at a distorted geometry.

Values from the calculation:
- Multiplicity: 1
- ΔE to the lowest compared entry with this formula, charge and spin: 0.0 kcal/mol
- Kohn-Sham gap: 0.304 Ha

Last column: Löwdin charge in e.
CARTESIAN COORDINATES (ANGSTROEM)
1 C 2.11533 1.33928 -0.83172  0.01
2 C 1.43800 2.51303 -0.09314  -0.45
3 C 0.06363 2.87028 -0.56397  -0.15
4 C -1.11542 2.08073 -0.03266  -0.17
5 C -1.02030 2.07004 1.43966  -0.16
6 C 0.33053 1.66352 2.06650  -0.44
7 N 1.43231 2.42466 1.40240  -0.12
8 O 2.66633 2.16083 1.91846  -0.01
9 C 0.24384 2.01411 3.56713  -0.01
10 C 0.54824 0.15153 1.83228  0.00
11 C 2.18880 3.84128 -0.43539  -0.04
12 H 3.01960 1.70214 -1.32032  0.06
13 H 1.41544 0.96843 -1.58052  0.08
14 H 2.22163 0.43093 -0.23867  0.06
15 H -0.10855 3.94454 -0.49755  0.11
16 H 0.04560 2.58627 -1.61616  0.11
17 H -1.14068 1.01855 -0.27606  0.11
18 H -2.04406 2.53508 -0.37803  0.12
19 H -1.77560 1.37283 1.80231  0.11
20 H -1.23393 3.07292 1.80938  0.10
21 H 0.25803 3.06015 3.87324  0.09
22 H -0.66031 1.54059 3.94974  0.08
23 H 0.92614 1.42512 4.18002  0.07
24 H 0.47095 -0.06995 0.76782  0.08
25 H 1.62485 -0.00150 1.90699  0.05
26 H 0.06172 -0.49411 2.56342  0.08
27 H 1.55564 4.71294 -0.26978  0.06
28 H 2.45756 3.82750 -1.49164  0.07
29 H 3.09476 4.04510 0.13539  0.08
30 H 2.80612 1.24153 1.67980  0.07
31 C -3.30025 -1.48082 2.06250  -0.01
32 C -3.35476 -2.46288 3.25549  -0.46
33 C -4.59190 -3.38813 3.17089  -0.12
34 C -4.53618 -4.45668 4.26637  -0.18
35 C -3.27690 -5.29695 4.06653  -0.12
36 C -1.89125 -4.49023 4.17738  -0.45
37 N -2.07780 -3.26282 3.40976  -0.12
38 O -0.87940 -2.57792 3.21942  -0.05
39 C -1.58735 -4.20009 5.65222  -0.03
40 C -0.67881 -5.36293 3.60125  -0.01
41 C -3.55067 -1.53966 4.52278  -0.03
42 H -3.07542 -2.18911 1.26508  0.09
43 H -2.58650 -0.65946 2.12600  0.06
44 H -4.34300 -1.18121 1.95757  0.09
45 H -5.44034 -2.71509 3.29439  0.12
46 H -4.57566 -3.85950 2.18821  0.12
47 H -5.39957 -5.08485 4.48560  0.11
48 H -4.46940 -4.08237 5.28791  0.09
49 H -3.27621 -5.96407 3.20453  0.11
50 H -3.27902 -5.98108 4.91509  0.11
51 H -1.29280 -5.13861 6.12183  0.08
52 H -0.64729 -3.66581 5.78979  0.06
53 H -2.40766 -3.82835 6.26623  0.08
54 H -0.56767 -5.23167 2.52491  0.06
55 H 0.27623 -5.10011 4.05614  0.08
56 H -0.92001 -6.39683 3.84820  0.08
57 H -2.70240 -0.86705 4.64979  0.07
58 H -3.79933 -2.05221 5.45206  0.06
59 H -4.45376 -0.94394 4.38988  0.08
60 H -0.90830 -2.01364 3.99554  0.05
61 C 1.67902 -0.36972 -4.72005  -0.02
62 C 1.05763 0.64206 -5.70332  -0.48
63 C 1.88819 0.52312 -7.03277  -0.15
64 C 1.40623 -0.60102 -7.87517  -0.22
65 C -0.06036 -0.44193 -8.26264  -0.15
66 C -1.01329 -0.53705 -7.09185  -0.45
67 N -0.36632 0.33455 -6.01766  -0.07
68 O -1.04090 0.24926 -4.76587  -0.03
69 C -2.39804 0.07078 -7.53935  -0.03
70 C -1.31821 -2.02636 -6.77253  -0.03
71 C 1.22974 2.09880 -5.28350  -0.04
72 H 2.51618 0.12314 -4.22573  0.08
73 H 1.90820 -1.34581 -5.14762  0.08
74 H 1.01900 -0.64989 -3.89910  0.07
75 H 1.59440 1.35840 -7.66846  0.11
76 H 2.95332 0.57018 -6.80610  0.13
77 H 1.59826 -1.56869 -7.41167  0.10
78 H 1.97256 -0.63899 -8.80572  0.12
79 H -0.16143 -1.36863 -8.82753  0.12
80 H -0.12740 0.39966 -8.95208  0.12
81 H -3.09446 -0.60299 -8.03848  0.08
82 H -2.91884 0.51339 -6.69026  0.07
83 H -2.29770 0.91512 -8.22135  0.07
84 H -1.99696 -2.46329 -7.50499  0.08
85 H -0.42390 -2.64950 -6.77251  0.07
86 H -1.69321 -2.08249 -5.75061  0.08
87 H 0.89996 2.85118 -5.99993  0.08
88 H 2.27688 2.39679 -5.23073  0.07
89 H 0.78153 2.40174 -4.33722  0.07
90 H -1.41906 1.13096 -4.73119  0.09
91 O 4.39253 -1.29934 3.12003  -0.06
92 H 5.07285 -1.14412 2.46481  0.03
93 H 3.63328 -1.58835 2.61383  -0.02
94 O 0.12274 -1.14338 5.51592  -0.03
95 H 0.80638 -0.58025 5.15292  0.03
96 H 0.53853 -2.00137 5.60080  0.04
97 O 0.41741 -3.45532 0.94650  -0.04
98 H -0.20960 -3.14186 1.59829  0.01
99 H -0.06283 -4.11885 0.45119  0.06
100 O -2.77485 3.31012 4.04185  -0.06
101 H -2.05859 3.62704 3.49161  -0.03
102 H -2.60562 3.69546 4.90156  0.04
103 O -1.37116 5.87270 2.52636  -0.05
104 H -0.44814 5.90895 2.27547  -0.02
105 H -1.83475 5.68747 1.70965  0.03
106 O 5.43754 2.31586 -1.17400  -0.05
107 H 5.23259 2.70100 -2.02600  -0.02
108 H 4.58966 2.04211 -0.82417  -0.01
109 O 4.33539 3.80521 -3.28820  -0.04
110 H 3.92470 4.09973 -4.10111  0.05
111 H 4.70513 4.60031 -2.90435  0.06
112 O 2.75270 -2.07492 0.84474  -0.05
113 H 1.89036 -2.48320 0.76787  -0.02
114 H 3.18754 -2.27463 0.01573  0.05
115 O 4.01912 2.57221 4.59222  -0.05
116 H 4.00251 1.62809 4.43538  0.02
117 H 3.99190 2.96122 3.71806  0.01
118 O 1.47299 5.60287 2.43500  -0.03
119 H 2.05664 6.15899 1.91894  0.05
120 H 2.03926 4.90906 2.77291  0.04

[3]
DFT (ωB97M-V with the def2-TZVPD basis set) results for a cluster of 2 separate species, C6H13NP in total at a distorted geometry.

Values from the calculation:
- Multiplicity: 1
- Charge: +1
- ΔE to the lowest compared entry with this formula, charge and spin: 56.6 kcal/mol
- Kohn-Sham gap: 0.390 Ha

Last column: Löwdin charge in e.
CARTESIAN COORDINATES (ANGSTROEM)
1 C -2.53306 2.32734 -3.38334  -0.10
2 C -1.55172 1.68393 -2.55986  0.01
3 C 0.60325 1.13588 1.57288  -0.17
4 C -1.29517 -0.75499 0.12884  -0.15
5 C 1.23382 -1.74035 0.96079  -0.15
6 C 1.39579 0.37603 -1.01288  -0.19
7 N -2.91105 1.55442 -2.44852  0.07
8 P 0.43452 -0.20461 0.39003  0.84
9 H -2.68911 3.15650 -4.08309  0.12
10 H 2.37155 0.62697 -0.65773  0.05
11 H -0.00414 2.08405 1.44259  0.11
12 H 1.71354 1.10646 1.49577  0.07
13 H 0.37401 0.79032 2.54839  0.04
14 H -1.95497 -0.18339 0.69359  0.03
15 H -1.21260 -1.67444 0.65446  0.02
16 H -1.54830 -0.93248 -0.98500  0.10
17 H 0.77335 -1.97773 1.89405  0.06
18 H 2.24174 -1.60678 1.12336  0.04
19 H 0.91361 -2.55511 0.33192  0.08
20 H 1.49223 -0.31219 -1.76924  0.03
21 H 0.89543 1.33500 -1.44972  0.07

[4]
DFT (ωB97M-V with the def2-TZVPD basis set) results for a structure of composition C24H29N3O5S at a distorted geometry.

Values from the calculation:
- Multiplicity: 1
- ΔE to the lowest compared entry with this formula, charge and spin: 513.5 kcal/mol
- Kohn-Sham gap: 0.294 Ha

Last column: Löwdin charge in e.
CARTESIAN COORDINATES (ANGSTROEM)
1 C 0.80307 -1.99255 4.61447  0.02
2 H 1.15153 -1.40316 5.30554  -0.02
3 H -0.19752 -2.45172 4.94367  0.08
4 H 1.38696 -2.93982 4.49801  0.06
5 C 0.61829 -1.38347 2.96390  -0.26
6 N 0.23615 -2.17304 2.11873  -0.11
7 C -1.06075 -2.27900 1.87317  -0.29
8 O -1.34360 -3.31577 0.82542  -0.11
9 C -2.06264 -1.84189 2.56683  -0.08
10 N -3.25197 -1.42462 1.76586  0.08
11 C -4.22377 -2.05100 1.98479  -0.55
12 O -4.54657 -2.79361 2.73962  0.18
13 C -5.62785 -1.51688 0.78490  0.01
14 H -5.93147 -0.70438 1.44548  0.11
15 O -5.00699 -1.25561 -0.47073  -0.06
16 C -3.78423 -0.40000 -0.34084  -0.16
17 C -3.64001 0.29269 -1.53414  0.09
18 C -2.30707 0.97873 -1.59532  0.03
19 C -1.40385 0.66447 -0.52216  -0.24
20 C -1.64632 0.15262 0.66930  0.02
21 C -2.87760 -0.63535 0.57240  -0.05
22 H -0.80680 0.19312 1.44928  0.13
23 S 0.22126 1.69754 -0.46459  0.84
24 O -0.05514 3.21835 -0.15245  -0.33
25 O 1.14200 0.80785 0.22467  -0.32
26 N 0.56909 1.44734 -2.09381  -0.05
27 H 0.79774 0.65416 -2.25008  -0.08
28 C 1.62583 2.33153 -2.70838  -0.22
29 H 1.88380 2.11024 -3.64684  0.10
30 C 0.77031 3.83006 -3.01655  -0.10
31 H 0.06214 3.80864 -2.38119  0.01
32 C 1.86202 4.81814 -2.92488  -0.16
33 C 2.59290 4.28811 -1.52114  -0.17
34 H 1.84927 4.49990 -0.77121  0.07
35 C 2.71650 2.88579 -1.92015  -0.27
36 H 3.80119 2.54931 -2.31763  0.16
37 H 2.74730 2.09382 -1.10543  0.10
38 H 3.56139 4.95727 -1.15338  0.16
39 H 2.61038 4.93464 -3.61690  0.07
40 H 1.59697 5.89669 -2.56256  0.14
41 H 0.33709 3.90158 -3.95730  0.09
42 H -1.87813 1.63683 -2.34958  0.10
43 H -4.17705 0.30841 -2.38255  0.08
44 H -6.27174 -2.21609 0.74128  0.03
45 H -1.65499 -0.95088 3.13769  0.15
46 H -2.68784 -2.60505 3.39460  0.25
47 C 1.13043 -3.01064 1.42767  -0.10
48 C 1.59580 -2.26644 0.24161  -0.19
49 C 3.06407 -1.76438 0.20519  0.04
50 C 3.63606 -0.90331 -0.87288  0.01
51 C 2.78615 -1.04049 -2.05498  -0.09
52 C 1.54939 -1.67215 -2.10646  -0.03
53 C 0.96776 -2.45595 -0.93929  0.02
54 H -0.01688 -2.68198 -0.92060  0.06
55 H 0.83825 -1.57654 -2.88362  0.08
56 H 3.21526 -0.42715 -2.70230  0.04
57 H 4.41901 -0.46861 -0.91695  -0.02
58 H 3.66494 -1.57988 1.15369  0.10
59 H 2.13579 -3.35592 2.14016  0.21
60 H 0.68806 -3.86878 1.35130  0.06
61 H 0.08236 -0.50919 3.10573  0.08
62 H 1.74426 -1.04252 2.91190  0.17

Number 1: calculated total energy -2277.681683 a.u.. Number 2: calculated total energy -2217.104049 a.u.. Number 3: calculated total energy -632.127428 a.u.. Number 4: calculated total energy -1869.860720 a.u..